a) The following is a quantum chemistry calculation of a cluster of 24 separate species, C48H144O24 in total, from the OMol25 dataset.

Last columns: bonded neighbours and bond lengths (Å).
Atoms and positions in Å:
1 C 4.425 -5.102 1.210  C2 1.526, H4 1.090, H5 1.090, H6 1.090
2 C 5.588 -5.612 2.058  C1 1.526, O3 1.381, H7 1.090, H8 1.090
3 O 6.742 -4.876 1.876  C2 1.381, H9 0.960
4 H 3.478 -5.610 1.394  C1 1.090
5 H 4.786 -5.171 0.184  C1 1.090
6 H 4.405 -4.034 1.424  C1 1.090
7 H 5.858 -6.650 1.861  C2 1.090
8 H 5.437 -5.599 3.137  C2 1.090
9 H 7.214 -4.764 2.704  O3 0.960
10 C -5.901 -0.191 -1.329  C11 1.465, H13 1.090, H14 1.090, H15 1.090
11 C -7.276 0.144 -1.708  C10 1.465, O12 1.393, H16 1.090, H17 1.090
12 O -7.394 1.521 -1.887  C11 1.393, H18 0.960
13 H -5.708 0.527 -0.531  C10 1.090
14 H -5.202 0.089 -2.117  C10 1.090
15 H -5.648 -1.206 -1.023  C10 1.090
16 H -7.958 -0.388 -1.045  C11 1.090
17 H -7.494 -0.346 -2.658  C11 1.090
18 H -8.273 1.805 -2.149  O12 0.960
19 C 3.944 -0.618 -2.710  C20 1.485, H22 1.090, H23 1.090, H24 1.090
20 C 4.463 -1.766 -1.925  C19 1.485, O21 1.400, H25 1.090, H26 1.090
21 O 5.862 -1.822 -1.941  C20 1.400, H27 0.960
22 H 4.224 0.367 -2.336  C19 1.090
23 H 2.872 -0.775 -2.828  C19 1.090
24 H 4.343 -0.627 -3.724  C19 1.090
25 H 4.201 -2.639 -2.522  C20 1.090
26 H 4.117 -1.817 -0.892  C20 1.090
27 H 6.157 -2.022 -1.049  O21 0.960
28 C 1.472 -4.175 -0.778  C29 1.528, H31 1.090, H32 1.090, H33 1.090
29 C 0.989 -4.273 -2.224  C28 1.528, O30 1.352, H34 1.090, H35 1.090
30 O -0.153 -3.595 -2.479  C29 1.352, H36 0.960
31 H 2.213 -4.965 -0.662  C28 1.090
32 H 0.631 -4.246 -0.088  C28 1.090
33 H 2.013 -3.244 -0.609  C28 1.090
34 H 0.678 -5.307 -2.373  C29 1.090
35 H 1.828 -3.967 -2.848  C29 1.090
36 H -0.496 -3.779 -3.357  O30 0.960
37 C 0.772 1.974 6.030  C38 1.489, H40 1.090, H41 1.090, H42 1.090
38 C 1.718 1.306 6.967  C37 1.489, O39 1.379, H43 1.090, H44 1.090
39 O 2.167 2.226 7.890  C38 1.379, H45 0.960
40 H 1.352 2.777 5.575  C37 1.090
41 H 0.015 2.461 6.644  C37 1.090
42 H 0.256 1.290 5.357  C37 1.090
43 H 2.567 0.836 6.471  C38 1.090
44 H 1.249 0.475 7.494  C38 1.090
45 H 1.596 2.992 7.990  O39 0.960
46 C -2.998 -2.297 0.430  C47 1.477, H49 1.090, H50 1.090, H51 1.090
47 C -2.612 -1.242 1.389  C46 1.477, O48 1.421, H52 1.090, H53 1.090
48 O -3.212 -1.557 2.638  C47 1.421, H54 0.960
49 H -2.711 -2.050 -0.592  C46 1.090
50 H -4.080 -2.413 0.503  C46 1.090
51 H -2.687 -3.245 0.868  C46 1.090
52 H -2.975 -0.275 1.042  C47 1.090
53 H -1.594 -1.115 1.756  C47 1.090
54 H -4.165 -1.665 2.605  O48 0.960
55 C 2.829 -0.456 3.792  C56 1.562, H58 1.090, H59 1.090, H60 1.090
56 C 2.812 -1.779 2.963  C55 1.562, O57 1.394, H61 1.090, H62 1.090
57 O 1.596 -1.959 2.304  C56 1.394, H63 0.960
58 H 2.108 -0.469 4.610  C55 1.090
59 H 2.495 0.333 3.118  C55 1.090
60 H 3.783 -0.192 4.249  C55 1.090
61 H 2.954 -2.666 3.580  C56 1.090
62 H 3.610 -1.754 2.221  C56 1.090
63 H 1.332 -2.856 2.522  O57 0.960
64 C -4.336 2.916 -3.747  C65 1.498, H67 1.090, H68 1.090, H69 1.090
65 C -5.084 4.006 -3.043  C64 1.498, O66 1.394, H70 1.090, H71 1.090
66 O -5.365 3.451 -1.796  C65 1.394, H72 0.960
67 H -4.907 2.062 -4.114  C64 1.090
68 H -3.531 2.518 -3.129  C64 1.090
69 H -3.894 3.183 -4.707  C64 1.090
70 H -6.027 4.305 -3.499  C65 1.090
71 H -4.462 4.881 -2.856  C65 1.090
72 H -6.078 2.811 -1.851  O66 0.960
73 C -2.709 1.132 5.470  C74 1.469, H76 1.090, H77 1.090, H78 1.090
74 C -3.453 0.892 6.714  C73 1.469, O75 1.416, H79 1.090, H80 1.090
75 O -4.830 1.154 6.514  C74 1.416, H81 0.960
76 H -2.472 2.169 5.234  C73 1.090
77 H -3.099 0.567 4.623  C73 1.090
78 H -1.761 0.595 5.466  C73 1.090
79 H -2.990 1.498 7.492  C74 1.090
80 H -3.437 -0.165 6.977  C74 1.090
81 H -5.407 0.549 6.986  O75 0.960
82 C -3.776 -5.803 2.594  C83 1.513, H85 1.090, H86 1.090, H87 1.090
83 C -3.059 -6.327 1.369  C82 1.513, O84 1.369, H88 1.090, H89 1.090
84 O -2.956 -7.692 1.398  C83 1.369, H90 0.960
85 H -3.039 -5.681 3.388  C82 1.090
86 H -4.511 -6.504 2.991  C82 1.090
87 H -4.286 -4.880 2.318  C82 1.090
88 H -2.131 -5.777 1.217  C83 1.090
89 H -3.689 -6.157 0.496  C83 1.090
90 H -3.159 -8.123 0.564  O84 0.960
91 C -3.253 4.012 1.128  C92 1.604, H94 1.090, H95 1.090, H96 1.090
92 C -2.434 2.993 0.198  C91 1.604, O93 1.418, H97 1.090, H98 1.090
93 O -3.369 2.093 -0.374  C92 1.418, H99 0.960
94 H -3.798 3.580 1.967  C91 1.090
95 H -3.972 4.533 0.496  C91 1.090
96 H -2.507 4.732 1.466  C91 1.090
97 H -1.630 2.485 0.731  C92 1.090
98 H -1.862 3.561 -0.535  C92 1.090
99 H -4.000 2.624 -0.865  O93 0.960
100 C 0.400 -6.176 4.394  C101 1.505, H103 1.090, H104 1.090, H105 1.090
101 C 0.217 -5.493 3.066  C100 1.505, O102 1.352, H106 1.090, H107 1.090
102 O 0.496 -4.180 3.229  C101 1.352, H108 0.960
103 H -0.463 -6.083 5.053  C100 1.090
104 H 1.307 -5.823 4.884  C100 1.090
105 H 0.458 -7.237 4.151  C100 1.090
106 H -0.804 -5.600 2.700  C101 1.090
107 H 1.007 -5.742 2.358  C101 1.090
108 H -0.088 -3.833 3.907  O102 0.960
109 C -2.729 -4.542 6.172  C110 1.550, H112 1.090, H113 1.090, H114 1.090
110 C -2.859 -3.214 5.385  C109 1.550, O111 1.401, H115 1.090, H116 1.090
111 O -1.768 -2.989 4.536  C110 1.401, H117 0.960
112 H -2.587 -5.429 5.554  C109 1.090
113 H -3.670 -4.804 6.655  C109 1.090
114 H -1.999 -4.440 6.975  C109 1.090
115 H -2.806 -2.346 6.042  C110 1.090
116 H -3.854 -3.196 4.940  C110 1.090
117 H -1.920 -2.261 3.928  O111 0.960
118 C -4.220 0.131 -6.952  C119 1.527, H121 1.090, H122 1.090, H123 1.090
119 C -5.590 0.011 -6.289  C118 1.527, O120 1.408, H124 1.090, H125 1.090
120 O -6.519 -0.513 -7.209  C119 1.408, H126 0.960
121 H -3.749 -0.774 -7.334  C118 1.090
122 H -3.451 0.377 -6.219  C118 1.090
123 H -4.254 0.776 -7.830  C118 1.090
124 H -5.970 0.887 -5.764  C119 1.090
125 H -5.613 -0.760 -5.519  C119 1.090
126 H -6.235 -1.419 -7.353  O120 0.960
127 C 4.460 4.071 5.043  C128 1.527, H130 1.090, H131 1.090, H132 1.090
128 C 4.010 3.067 3.984  C127 1.527, O129 1.390, H133 1.090, H134 1.090
129 O 4.381 3.423 2.693  C128 1.390, H135 0.960
130 H 5.528 3.962 5.231  C127 1.090
131 H 3.903 3.800 5.940  C127 1.090
132 H 4.140 5.078 4.775  C127 1.090
133 H 2.920 3.050 3.954  C128 1.090
134 H 4.393 2.081 4.244  C128 1.090
135 H 3.747 2.993 2.116  O129 0.960
136 C -1.291 4.193 -6.332  C137 1.528, H139 1.090, H140 1.090, H141 1.090
137 C -0.548 3.829 -5.047  C136 1.528, O138 1.394, H142 1.090, H143 1.090
138 O 0.638 4.557 -4.966  C137 1.394, H144 0.960
139 H -0.676 4.208 -7.231  C136 1.090
140 H -1.715 5.196 -6.277  C136 1.090
141 H -2.166 3.586 -6.568  C136 1.090
142 H -0.493 2.747 -4.924  C137 1.090
143 H -1.179 4.117 -4.207  C137 1.090
144 H 1.248 4.118 -5.564  O138 0.960
145 C 6.219 -0.005 1.000  C146 1.538, H148 1.090, H149 1.090, H150 1.090
146 C 7.054 -1.284 1.180  C145 1.538, O147 1.504, H151 1.090, H152 1.090
147 O 6.399 -2.474 0.534  C146 1.504, H153 0.960
148 H 5.153 -0.118 1.199  C145 1.090
149 H 6.175 0.394 -0.014  C145 1.090
150 H 6.605 0.812 1.610  C145 1.090
151 H 7.182 -1.419 2.253  C146 1.090
152 H 8.101 -1.120 0.922  C146 1.090
153 H 6.814 -3.243 0.933  O147 0.960
154 C 3.071 2.732 -1.157  C155 1.516, H157 1.090, H158 1.090, H159 1.090
155 C 2.105 2.910 -0.001  C154 1.516, O156 1.356, H160 1.090, H161 1.090
156 O 2.388 2.099 1.048  C155 1.356, H162 0.960
157 H 4.097 2.551 -0.838  C154 1.090
158 H 2.892 3.567 -1.835  C154 1.090
159 H 2.650 1.785 -1.494  C154 1.090
160 H 1.121 2.618 -0.366  C155 1.090
161 H 2.006 3.917 0.403  C155 1.090
162 H 1.796 1.347 0.970  O156 0.960
163 C -2.765 -2.551 -4.282  C164 1.526, H166 1.090, H167 1.090, H168 1.090
164 C -2.732 -3.839 -5.099  C163 1.526, O165 1.391, H169 1.090, H170 1.090
165 O -1.500 -4.360 -4.716  C164 1.391, H171 0.960
166 H -3.580 -1.911 -4.618  C163 1.090
167 H -1.804 -2.036 -4.267  C163 1.090
168 H -3.034 -2.731 -3.241  C163 1.090
169 H -2.806 -3.617 -6.164  C164 1.090
170 H -3.483 -4.554 -4.764  C164 1.090
171 H -1.635 -5.159 -4.201  O165 0.960
172 C -0.401 0.150 -1.540  C173 1.494, H175 1.090, H176 1.090, H177 1.090
173 C 0.445 -0.589 -0.556  C172 1.494, O174 1.404, H178 1.090, H179 1.090
174 O 0.478 0.055 0.692  C173 1.404, H180 0.960
175 H -1.425 0.348 -1.223  C172 1.090
176 H -0.449 -0.228 -2.561  C172 1.090
177 H 0.146 1.086 -1.657  C172 1.090
178 H 1.450 -0.822 -0.909  C173 1.090
179 H 0.022 -1.571 -0.341  C173 1.090
180 H 0.677 -0.626 1.339  O174 0.960
181 C -0.200 6.070 -0.334  C182 1.531, H184 1.090, H185 1.090, H186 1.090
182 C -0.153 5.220 -1.606  C181 1.531, O183 1.412, H187 1.090, H188 1.090
183 O 0.841 5.816 -2.412  C182 1.412, H189 0.960
184 H -0.576 5.492 0.511  C181 1.090
185 H -0.843 6.944 -0.445  C181 1.090
186 H 0.812 6.430 -0.148  C181 1.090
187 H -1.105 5.121 -2.127  C182 1.090
188 H 0.149 4.232 -1.256  C182 1.090
189 H 0.779 5.419 -3.284  O183 0.960
190 C 1.309 -0.743 -6.407  C191 1.587, H193 1.090, H194 1.090, H195 1.090
191 C 2.874 -0.623 -6.174  C190 1.587, O192 1.336, H196 1.090, H197 1.090
192 O 3.250 -1.905 -6.174  C191 1.336, H198 0.960
193 H 0.882 -1.261 -5.549  C190 1.090
194 H 1.149 -1.309 -7.324  C190 1.090
195 H 0.847 0.234 -6.549  C190 1.090
196 H 2.950 -0.118 -5.211  C191 1.090
197 H 3.171 -0.005 -7.021  C191 1.090
198 H 3.963 -1.998 -5.538  O192 0.960
199 C 1.401 6.617 2.821  C200 1.518, H202 1.090, H203 1.090, H204 1.090
200 C 0.923 5.296 3.398  C199 1.518, O201 1.438, H205 1.090, H206 1.090
201 O -0.445 5.535 3.769  C200 1.438, H207 0.960
202 H 1.603 7.301 3.645  C199 1.090
203 H 0.630 7.202 2.320  C199 1.090
204 H 2.299 6.387 2.248  C199 1.090
205 H 1.608 5.034 4.205  C200 1.090
206 H 0.972 4.477 2.681  C200 1.090
207 H -0.891 6.043 3.088  O201 0.960
208 C 4.267 4.247 -4.502  C209 1.513, H211 1.090, H212 1.090, H213 1.090
209 C 3.589 2.905 -4.668  C208 1.513, O210 1.366, H214 1.090, H215 1.090
210 O 3.051 2.846 -5.922  C209 1.366, H216 0.960
211 H 3.511 5.032 -4.482  C208 1.090
212 H 4.982 4.286 -5.323  C208 1.090
213 H 4.758 4.177 -3.531  C208 1.090
214 H 2.855 2.749 -3.878  C209 1.090
215 H 4.248 2.040 -4.600  C209 1.090
216 H 3.727 3.146 -6.534  O210 0.960

Results
- Molecular weight: 1105.7 g mol⁻¹
- LUMO level: 0.075 eV
- E_HOMO: -0.3395 Eh

***

b) The following is a quantum chemistry calculation of a cluster of 24 separate species, C48H144O24 in total, from the OMol25 dataset.

Last columns: bonded neighbours and bond lengths (Å).
Atoms and positions in Å:
1 C -3.573 1.944 1.927  C2 1.527, H4 1.077, H5 1.076, H6 1.077
2 C -3.382 3.373 2.429  C1 1.527, O3 1.399, H7 1.121, H8 1.129
3 O -2.791 4.056 1.360  C2 1.399, H9 1.010
4 H -2.644 1.457 1.682  C1 1.077
5 H -4.185 1.992 1.044  C1 1.076
6 H -4.159 1.339 2.598  C1 1.077
7 H -2.810 3.321 3.391  C2 1.121
8 H -4.320 3.947 2.685  C2 1.129
9 H -2.096 4.669 1.758  O3 1.010
10 C 2.066 -2.630 -2.294  C11 1.536, H13 1.110, H14 1.086, H15 1.092
11 C 1.972 -4.087 -2.771  C10 1.536, O12 1.456, H16 1.147, H17 1.129
12 O 2.221 -4.313 -4.187  C11 1.456, H18 0.961
13 H 1.807 -2.683 -1.216  C10 1.110
14 H 1.477 -1.854 -2.774  C10 1.086
15 H 3.120 -2.352 -2.365  C10 1.092
16 H 0.943 -4.547 -2.563  C11 1.147
17 H 2.712 -4.726 -2.208  C11 1.129
18 H 3.158 -4.167 -4.339  O12 0.961
19 C -3.468 -1.799 3.202  C20 1.501, H22 1.105, H23 1.091, H24 1.114
20 C -3.459 -2.938 2.225  C19 1.501, O21 1.449, H25 1.101, H26 1.057
21 O -3.437 -4.195 2.946  C20 1.449, H27 0.949
22 H -2.640 -1.978 3.911  C19 1.105
23 H -4.419 -1.623 3.707  C19 1.091
24 H -3.187 -0.818 2.753  C19 1.114
25 H -2.582 -2.824 1.570  C20 1.101
26 H -4.334 -3.014 1.637  C20 1.057
27 H -2.600 -4.216 3.393  O21 0.949
28 C -4.779 6.644 -2.187  C29 1.530, H31 1.113, H32 1.108, H33 1.099
29 C -4.460 5.975 -0.849  C28 1.530, O30 1.433, H34 1.056, H35 1.132
30 O -3.125 5.454 -0.879  C29 1.433, H36 0.960
31 H -4.260 7.627 -2.236  C28 1.113
32 H -5.871 6.798 -2.298  C28 1.108
33 H -4.465 6.112 -3.096  C28 1.099
34 H -5.151 5.195 -0.678  C29 1.056
35 H -4.522 6.694 0.023  C29 1.132
36 H -3.039 4.961 -0.060  O30 0.960
37 C 0.647 1.482 -4.904  C38 1.529, H40 1.062, H41 1.052, H42 1.108
38 C 1.384 2.726 -4.406  C37 1.529, O39 1.405, H43 1.071, H44 1.077
39 O 1.015 3.129 -3.112  C38 1.405, H45 0.967
40 H -0.389 1.684 -5.026  C37 1.062
41 H 0.809 0.643 -4.291  C37 1.052
42 H 0.998 1.221 -5.922  C37 1.108
43 H 1.168 3.552 -5.052  C38 1.071
44 H 2.438 2.518 -4.341  C38 1.077
45 H 0.086 3.392 -3.045  O39 0.967
46 C 3.969 -6.312 1.262  C47 1.494, H49 1.082, H50 1.096, H51 1.099
47 C 4.837 -5.099 1.180  C46 1.494, O48 1.441, H52 1.040, H53 1.071
48 O 4.174 -4.064 0.428  C47 1.441, H54 0.959
49 H 4.431 -7.089 1.857  C46 1.082
50 H 3.854 -6.660 0.230  C46 1.096
51 H 2.993 -6.056 1.698  C46 1.099
52 H 5.704 -5.293 0.639  C47 1.040
53 H 5.090 -4.838 2.187  C47 1.071
54 H 3.378 -3.759 0.867  O48 0.959
55 C -5.718 -6.399 -0.666  C56 1.524, H58 1.040, H59 1.126, H60 1.088
56 C -4.834 -5.161 -0.760  C55 1.524, O57 1.439, H61 1.087, H62 1.101
57 O -3.556 -5.195 -0.099  C56 1.439, H63 0.958
58 H -6.702 -6.226 -0.375  C55 1.040
59 H -5.293 -7.066 0.135  C55 1.126
60 H -5.662 -7.025 -1.554  C55 1.088
61 H -5.404 -4.277 -0.485  C56 1.087
62 H -4.653 -5.001 -1.834  C56 1.101
63 H -3.655 -5.082 0.846  O57 0.958
64 C -2.042 1.778 -1.987  C65 1.492, H67 1.052, H68 1.081, H69 1.078
65 C -2.637 2.609 -3.073  C64 1.492, O66 1.449, H70 1.073, H71 1.114
66 O -1.803 3.793 -3.111  C65 1.449, H72 0.965
67 H -1.007 1.871 -2.146  C64 1.052
68 H -2.317 0.736 -1.903  C64 1.081
69 H -2.187 2.278 -1.043  C64 1.078
70 H -3.652 2.895 -2.873  C65 1.073
71 H -2.466 2.088 -4.043  C65 1.114
72 H -2.284 4.532 -2.719  O66 0.965
73 C 1.362 7.663 -2.213  C74 1.560, H76 1.113, H77 1.100, H78 1.100
74 C 0.460 6.402 -2.035  C73 1.560, O75 1.433, H79 1.066, H80 1.080
75 O -0.515 6.726 -1.037  C74 1.433, H81 0.980
76 H 1.658 7.937 -1.175  C73 1.113
77 H 0.762 8.527 -2.537  C73 1.100
78 H 2.228 7.437 -2.853  C73 1.100
79 H 1.036 5.554 -1.741  C74 1.066
80 H 0.047 6.231 -3.018  C74 1.080
81 H -1.374 6.286 -1.208  O75 0.980
82 C 1.345 4.938 6.466  C83 1.524, H85 1.105, H86 1.110, H87 1.097
83 C -0.167 4.880 6.286  C82 1.524, O84 1.455, H88 1.075, H89 1.074
84 O -0.548 4.008 5.185  C83 1.455, H90 0.974
85 H 1.595 5.622 7.297  C82 1.105
86 H 1.760 5.298 5.502  C82 1.110
87 H 1.749 3.944 6.693  C82 1.097
88 H -0.576 5.805 5.924  C83 1.075
89 H -0.628 4.627 7.223  C83 1.074
90 H -0.258 3.094 5.359  O84 0.974
91 C 6.584 -0.946 1.748  C92 1.477, H94 1.146, H95 1.107, H96 1.133
92 C 5.320 -0.580 1.076  C91 1.477, O93 1.534, H97 1.116, H98 1.134
93 O 5.286 -1.060 -0.381  C92 1.534, H99 0.974
94 H 7.516 -0.414 1.343  C91 1.146
95 H 6.721 -2.041 1.822  C91 1.107
96 H 6.470 -0.615 2.826  C91 1.133
97 H 5.191 0.526 1.009  C92 1.116
98 H 4.448 -0.996 1.669  C92 1.134
99 H 5.152 -2.013 -0.228  O93 0.974
100 C -5.921 -1.349 -1.345  C101 1.522, H103 1.057, H104 1.090, H105 1.053
101 C -5.622 -0.994 -2.794  C100 1.522, O102 1.392, H106 1.121, H107 1.081
102 O -4.996 0.249 -2.771  C101 1.392, H108 0.965
103 H -6.464 -0.560 -0.896  C100 1.057
104 H -5.025 -1.433 -0.730  C100 1.090
105 H -6.441 -2.264 -1.335  C100 1.053
106 H -6.619 -1.016 -3.306  C101 1.121
107 H -5.013 -1.728 -3.303  C101 1.081
108 H -5.031 0.708 -3.620  O102 0.965
109 C -0.064 -6.397 2.957  C110 1.517, H112 1.114, H113 1.065, H114 1.048
110 C -0.673 -5.314 2.086  C109 1.517, O111 1.422, H115 1.130, H116 1.112
111 O -0.659 -4.098 2.822  C110 1.422, H117 0.975
112 H 0.970 -6.194 3.320  C109 1.114
113 H -0.177 -7.321 2.441  C109 1.065
114 H -0.575 -6.445 3.871  C109 1.048
115 H -1.775 -5.438 1.870  C110 1.130
116 H -0.177 -5.278 1.091  C110 1.112
117 H 0.155 -3.638 2.546  O111 0.975
118 C 1.114 -2.213 -7.346  C119 1.516, H121 1.091, H122 1.067, H123 1.129
119 C 0.424 -2.390 -6.008  C118 1.516, O120 1.418, H124 1.072, H125 1.095
120 O -0.124 -3.673 -5.755  C119 1.418, H126 0.996
121 H 1.437 -1.172 -7.400  C118 1.091
122 H 0.517 -2.546 -8.165  C118 1.067
123 H 2.098 -2.764 -7.402  C118 1.129
124 H -0.418 -1.749 -5.837  C119 1.072
125 H 1.169 -2.139 -5.245  C119 1.095
126 H 0.708 -4.147 -5.483  O120 0.996
127 C -1.136 0.421 6.752  C128 1.507, H130 1.101, H131 1.096, H132 1.068
128 C 0.218 0.340 6.095  C127 1.507, O129 1.377, H133 1.095, H134 1.077
129 O 0.293 1.391 5.209  C128 1.377, H135 0.978
130 H -1.339 1.483 6.962  C127 1.101
131 H -1.168 -0.216 7.643  C127 1.096
132 H -1.866 0.171 6.014  C127 1.068
133 H 0.367 -0.586 5.531  C128 1.095
134 H 1.059 0.390 6.767  C128 1.077
135 H 1.206 1.462 4.865  O129 0.978
136 C 4.914 1.539 5.010  C137 1.509, H139 1.118, H140 1.077, H141 1.112
137 C 3.551 2.179 5.111  C136 1.509, O138 1.402, H142 1.072, H143 1.108
138 O 2.616 1.655 4.207  C137 1.402, H144 0.981
139 H 4.801 0.436 5.153  C136 1.118
140 H 5.473 1.871 5.867  C136 1.077
141 H 5.402 1.784 4.041  C136 1.112
142 H 3.586 3.244 4.991  C137 1.072
143 H 3.105 1.917 6.090  C137 1.108
144 H 2.833 1.876 3.276  O138 0.981
145 C 5.795 3.669 1.382  C146 1.535, H148 1.090, H149 1.063, H150 1.070
146 C 4.271 3.721 1.560  C145 1.535, O147 1.442, H151 1.095, H152 1.072
147 O 3.649 2.424 1.664  C146 1.442, H153 1.000
148 H 6.082 3.076 0.513  C145 1.090
149 H 6.197 3.208 2.252  C145 1.063
150 H 6.222 4.635 1.212  C145 1.070
151 H 3.796 4.263 0.736  C146 1.095
152 H 4.084 4.186 2.508  C146 1.072
153 H 3.253 2.204 0.773  O147 1.000
154 C -0.837 -7.263 -2.239  C155 1.529, H157 1.089, H158 1.139, H159 1.122
155 C 0.629 -7.378 -1.821  C154 1.529, O156 1.449, H160 1.076, H161 1.097
156 O 0.904 -8.646 -1.176  C155 1.449, H162 0.930
157 H -1.047 -6.298 -2.699  C154 1.089
158 H -1.623 -7.342 -1.419  C154 1.139
159 H -1.088 -8.065 -2.983  C154 1.122
160 H 0.946 -6.635 -1.110  C155 1.076
161 H 1.262 -7.230 -2.705  C155 1.097
162 H 0.422 -9.319 -1.601  O156 0.930
163 C -1.542 -2.361 -3.104  C164 1.514, H166 1.098, H167 1.057, H168 1.091
164 C -2.430 -3.069 -2.102  C163 1.514, O165 1.367, H169 1.108, H170 1.090
165 O -1.782 -3.035 -0.898  C164 1.367, H171 0.968
166 H -1.368 -1.300 -2.880  C163 1.098
167 H -1.918 -2.372 -4.092  C163 1.057
168 H -0.592 -2.896 -3.138  C163 1.091
169 H -2.518 -4.127 -2.417  C164 1.108
170 H -3.411 -2.598 -2.050  C164 1.090
171 H -2.188 -3.765 -0.408  O165 0.968
172 C 1.392 5.208 2.236  C173 1.495, H175 1.095, H176 1.073, H177 1.141
173 C 0.277 6.203 2.218  C172 1.495, O174 1.432, H178 1.127, H179 1.103
174 O -0.921 5.652 2.779  C173 1.432, H180 0.989
175 H 2.334 5.739 2.063  C172 1.095
176 H 1.323 4.430 1.501  C172 1.073
177 H 1.425 4.835 3.314  C172 1.141
178 H -0.034 6.411 1.155  C173 1.127
179 H 0.596 7.143 2.700  C173 1.103
180 H -0.852 5.140 3.623  O174 0.989
181 C -3.576 0.090 -6.226  C182 1.472, H184 1.097, H185 1.122, H186 1.088
182 C -4.755 0.924 -6.508  C181 1.472, O183 1.440, H187 1.065, H188 1.094
183 O -5.200 1.590 -5.312  C182 1.440, H189 0.965
184 H -3.338 -0.514 -7.109  C181 1.097
185 H -3.780 -0.547 -5.324  C181 1.122
186 H -2.727 0.715 -5.957  C181 1.088
187 H -5.535 0.255 -6.790  C182 1.065
188 H -4.644 1.619 -7.345  C182 1.094
189 H -6.087 1.955 -5.411  O183 0.965
190 C 4.651 3.024 -2.446  C191 1.556, H193 1.098, H194 1.076, H195 1.095
191 C 3.749 1.819 -2.052  C190 1.556, O192 1.443, H196 1.127, H197 1.121
192 O 2.661 2.166 -1.170  C191 1.443, H198 0.988
193 H 4.277 3.643 -3.272  C190 1.098
194 H 5.631 2.747 -2.794  C190 1.076
195 H 4.748 3.775 -1.657  C190 1.095
196 H 4.440 1.099 -1.529  C191 1.127
197 H 3.319 1.321 -2.960  C191 1.121
198 H 1.924 2.487 -1.745  O192 0.988
199 C 3.519 -2.946 3.632  C200 1.524, H202 1.073, H203 1.112, H204 1.068
200 C 2.157 -2.343 3.313  C199 1.524, O201 1.426, H205 1.090, H206 1.146
201 O 1.773 -2.761 2.005  C200 1.426, H207 1.020
202 H 4.319 -2.689 2.966  C199 1.073
203 H 3.355 -4.046 3.597  C199 1.112
204 H 3.791 -2.605 4.608  C199 1.068
205 H 2.130 -1.261 3.450  C200 1.090
206 H 1.405 -2.825 4.031  C200 1.146
207 H 1.166 -2.086 1.538  O201 1.020
208 C 0.381 0.735 1.623  C209 1.493, H211 1.118, H212 1.135, H213 1.071
209 C -0.303 0.103 0.455  C208 1.493, O210 1.467, H214 1.079, H215 1.076
210 O -0.018 -1.314 0.704  C209 1.467, H216 1.021
211 H -0.073 0.424 2.597  C208 1.118
212 H 0.310 1.860 1.490  C208 1.135
213 H 1.404 0.435 1.717  C208 1.071
214 H 0.184 0.384 -0.466  C209 1.079
215 H -1.373 0.205 0.405  C209 1.076
216 H -0.388 -1.898 -0.047  O210 1.021

Results
- Molecular weight: 1105.7 g mol⁻¹
- LUMO level: 0.407 eV
- E_HOMO: -0.3569 Eh

***

Which one is the least stable? From the structures above, a).